Record 1
{
  "formula": "C8H16FNSi",
  "method": "ωB97M-V/def2-TZVPD",
  "species": ["Si", "F", "N", "C", "C", "C", "C", "C", "C", "C", "C", "H", "H", "H", "H", "H", "H", "H", "H", "H", "H", "H", "H", "H", "H", "H", "H"],
  "positions_angstrom": [[1.539, -0.025, -0.324], [2.198, 1.364, -1.151], [-0.778, -0.179, -2.942], [-1.394, 2.351, -0.052], [-2.614, 0.118, 0.389], [2.022, 0.362, 1.506], [-0.349, -2.092, 0.843], [-1.294, 0.845, 0.477], [-0.317, 0.238, -0.515], [2.389, -1.337, -1.387], [-0.680, -0.021, -1.828], [-2.581, -0.956, 0.793], [-2.355, 2.605, 0.246], [3.444, -1.246, -1.170], [1.523, 1.245, 1.945], [-0.870, 0.784, 1.491], [-0.674, -1.759, 1.837], [-0.721, 3.019, 0.497], [-3.296, 0.719, 1.068], [-1.213, -2.526, 0.189], [2.193, -1.082, -2.492], [0.631, -2.528, 0.584], [2.057, -2.385, -1.277], [-1.120, 2.404, -1.153], [3.107, 0.789, 1.606], [1.799, -0.528, 2.126], [-2.909, 0.173, -0.698]],
  "energy_ev": -20638.7359,
  "total_charge": 0,
  "max_force_ev_per_a": 3.782,
  "lumo_ev": [-0.657, -0.934],
  "e_above_lowest_kj_mol": 97.1
}



Record 2
{
  "formula": "C8H16N2",
  "method": "ωB97M-V/def2-TZVPD",
  "species": ["N", "N", "C", "C", "C", "C", "C", "C", "C", "C", "H", "H", "H", "H", "H", "H", "H", "H", "H", "H", "H", "H", "H", "H", "H", "H"],
  "positions_angstrom": [[2.956, 1.062, 1.979], [1.622, 0.727, 0.261], [3.581, 1.617, 0.877], [-2.295, -1.534, -0.449], [-2.466, -1.850, 1.030], [2.863, 1.781, -1.619], [1.754, 0.615, 1.557], [-3.549, -0.926, -1.045], [2.772, 1.364, -0.184], [-1.099, -0.565, -0.568], [-0.781, -0.252, -1.569], [0.977, 0.132, 2.124], [2.290, 2.695, -1.775], [3.270, 1.263, 2.912], [-1.936, -2.425, -0.974], [-1.405, 0.337, -0.044], [4.549, 2.086, 0.964], [-2.613, -0.931, 1.606], [-3.834, -0.058, -0.440], [3.910, 1.929, -1.884], [-1.601, -2.391, 1.408], [2.397, 1.010, -2.222], [-3.425, -0.652, -2.084], [-0.173, -0.992, -0.190], [-4.394, -1.609, -0.904], [-3.367, -2.435, 1.232]],
  "energy_ev": -11535.6482,
  "total_charge": 0,
  "max_force_ev_per_a": 1.509,
  "lumo_ev": 0.874,
  "e_above_lowest_kj_mol": 32.5
}



Record 3
{
  "formula": "C8H16N2",
  "method": "ωB97M-V/def2-TZVPD",
  "species": ["N", "N", "C", "C", "C", "C", "C", "C", "C", "C", "H", "H", "H", "H", "H", "H", "H", "H", "H", "H", "H", "H", "H", "H", "H", "H"],
  "positions_angstrom": [[-0.755, -0.234, 2.185], [-1.411, -1.997, 0.008], [-2.027, -0.003, -1.284], [1.576, -0.301, -1.125], [0.267, 1.329, 0.646], [2.003, -0.877, 1.226], [-0.479, 0.056, 0.798], [-1.334, -0.614, -0.116], [1.214, -0.228, 0.340], [0.178, 2.292, -0.500], [0.042, 1.810, -1.464], [0.045, -0.072, 2.785], [2.096, 0.597, -1.460], [-2.136, 1.069, -1.153], [1.882, -0.798, 2.295], [0.703, -0.435, -1.760], [1.088, 2.898, -0.558], [2.904, -1.376, 0.900], [2.247, -1.141, -1.295], [-3.015, -0.461, -1.396], [-1.496, -0.167, -2.233], [-0.665, 2.979, -0.366], [-1.046, -1.194, 2.314], [-0.577, -2.433, 0.399], [-1.788, -2.484, -0.793], [0.485, 1.785, 1.607]],
  "energy_ev": -11531.7099,
  "total_charge": 0,
  "max_force_ev_per_a": 2.984,
  "lumo_ev": [0.882, 0.874],
  "e_above_lowest_kj_mol": 412.5
}



Record 4
{
  "formula": "C8H16N2O2S",
  "method": "ωB97M-V/def2-TZVPD",
  "species": ["S", "O", "O", "N", "N", "C", "C", "C", "C", "C", "C", "C", "C", "H", "H", "H", "H", "H", "H", "H", "H", "H", "H", "H", "H", "H", "H", "H", "H"],
  "positions_angstrom": [[-0.471, -0.877, 0.825], [0.865, -1.371, 0.597], [-0.555, 0.397, -0.278], [-0.760, 3.509, 0.417], [2.743, 3.438, 0.053], [-2.507, -1.481, -1.109], [-2.541, -2.733, 1.172], [2.718, 2.191, 0.291], [3.779, 1.246, -0.135], [-1.712, -2.130, -0.022], [-0.922, -3.229, -0.642], [1.669, 4.418, 0.310], [0.323, 3.916, 0.489], [-1.217, 1.014, 0.004], [-3.496, -2.997, 0.907], [-2.785, -0.525, -0.831], [-3.341, -2.111, -1.407], [-0.098, -2.747, -0.991], [-1.939, -1.296, -2.053], [1.680, 5.164, -0.523], [-2.760, -2.044, 1.885], [1.894, 1.458, 0.725], [3.028, 0.584, -0.762], [-0.547, -3.879, 0.116], [-1.467, -3.687, -1.456], [-2.170, -3.638, 1.512], [4.396, 1.845, -0.820], [4.305, 0.600, 0.521], [1.893, 4.963, 1.205]],
  "energy_ev": -26462.5451,
  "total_charge": 0,
  "max_force_ev_per_a": 3.984,
  "lumo_ev": 0.772,
  "e_above_lowest_kj_mol": 472.4
}



Record 5
{
  "formula": "C8H16N2O3S2",
  "method": "ωB97M-V/def2-TZVPD",
  "species": ["S", "S", "O", "O", "O", "N", "N", "C", "C", "C", "C", "C", "C", "C", "C", "H", "H", "H", "H", "H", "H", "H", "H", "H", "H", "H", "H", "H", "H", "H", "H"],
  "positions_angstrom": [[-3.640, -1.367, 0.327], [2.514, 1.773, -3.221], [-0.913, 1.008, 4.005], [-2.196, -0.575, 4.515], [0.233, 1.356, 1.766], [-1.174, -0.302, 1.258], [0.404, -1.596, -0.403], [3.636, 1.264, -4.531], [0.898, -0.254, 0.034], [-3.324, -1.033, 2.154], [0.061, 0.290, 1.157], [-1.632, -0.028, 3.661], [2.247, 0.387, -1.985], [1.045, 0.772, -0.994], [-2.178, -0.014, 2.253], [3.282, 2.151, -5.504], [0.232, 1.077, -1.618], [-2.528, 1.113, 2.124], [-4.768, -2.145, 0.634], [-0.183, 1.272, 3.174], [3.191, 0.159, -1.449], [1.874, -0.374, -2.512], [1.814, -0.372, 0.525], [1.217, -2.200, -0.772], [-4.251, -0.455, 2.621], [1.038, 1.672, -0.426], [4.755, 1.111, -4.338], [-0.153, -1.483, -1.291], [-3.192, -2.053, 2.644], [-1.488, -1.401, 1.024], [3.180, 0.246, -4.832]],
  "energy_ev": -39345.3178,
  "total_charge": 0,
  "max_force_ev_per_a": 5.418,
  "lumo_ev": 0.390,
  "e_above_lowest_kj_mol": 410.9
}



Record 6
{
  "formula": "C8H16N2S",
  "method": "ωB97M-V/def2-TZVPD",
  "species": ["S", "N", "N", "C", "C", "C", "C", "C", "C", "C", "C", "H", "H", "H", "H", "H", "H", "H", "H", "H", "H", "H", "H", "H", "H", "H", "H"],
  "positions_angstrom": [[1.330, 0.435, 0.550], [-0.175, -0.332, 0.539], [2.337, -0.682, 0.018], [-1.167, 0.120, -0.090], [-3.302, 0.659, 1.131], [3.713, -0.406, 0.473], [-2.638, -0.322, 0.093], [-2.674, -1.716, 0.719], [-1.055, 1.097, -1.171], [4.633, -0.945, -0.646], [0.208, 1.960, -1.088], [4.396, -0.404, -1.579], [-3.741, -2.073, 0.850], [0.659, 2.216, -2.010], [4.314, -2.121, -0.653], [-2.219, -1.661, 1.735], [4.083, 0.635, 0.554], [0.073, 2.853, -0.299], [-4.370, 0.697, 1.004], [3.840, -0.925, 1.387], [5.763, -0.938, -0.311], [-2.774, 0.784, 2.107], [-3.069, 1.638, 0.669], [-3.206, -0.295, -0.842], [-1.950, 1.746, -1.336], [-0.879, 0.349, -1.956], [-2.128, -2.369, 0.152]],
  "energy_ev": -22366.0437,
  "total_charge": 0,
  "max_force_ev_per_a": 4.310,
  "lumo_ev": [0.220, 0.285],
  "e_above_lowest_kj_mol": 399.6
}